1.
This record from OMol25 describes a cluster of 2 separate species, C4H12NO3 in total. The level of theory is ωB97M-V/def2-TZVPD.

Computed properties:
HOMO-LUMO gap (spin up / spin down) = 11.19 / 6.39 eV
LUMO energy (spin up / spin down) = -8.8 / -13.5 eV
expectation value of S² = 0.7556
max |F| = 0.038 hartree/bohr
relative energy (zero: lowest compared OMol25 entry of this formula, charge and spin) = 0.181 eV
net charge = +2
multiplicity = 2

```
20
Properties=species:S:1:pos:R:3:forces:R:3
C 1.5362 -1.3871 -0.4302 -1.07 0.11 -0.60
C 0.7295 -0.1248 -0.2217 -0.68 0.89 -1.50
C -0.7531 -0.3386 -0.6199 -0.32 -1.55 1.11
C -1.7438 0.6166 0.0256 1.29 0.57 -1.24
O -1.3449 1.8468 0.1161 0.23 0.10 1.02
O -2.9022 0.3045 0.3189 -0.46 -0.47 0.16
N 1.2900 0.9635 -1.1956 -0.21 -1.26 0.76
H 2.5595 -1.2074 -0.1746 0.59 -0.35 0.53
H 1.0387 -2.2196 0.0551 0.49 -0.06 0.70
H 1.4936 -1.6975 -1.4721 0.11 0.20 -0.37
H 0.7499 0.3125 0.7617 0.41 -0.08 0.41
H -0.9189 -0.5478 -1.6774 -0.28 0.60 -0.19
H -1.0236 -1.2991 -0.1711 0.02 -0.12 -0.02
H -1.7283 2.3417 0.8753 -0.33 0.21 -0.47
H 0.8025 1.8405 -1.0067 0.40 0.24 -0.46
H 2.3014 1.0291 -1.0781 0.13 0.49 0.27
H 1.1720 0.6218 -2.1529 -0.26 0.40 -0.13
H -1.0827 0.3169 3.1063 0.23 -0.31 -0.14
H -1.2870 -1.1126 2.5959 0.23 0.28 0.03
O -0.8885 -0.2594 2.3453 -0.50 0.11 0.15
```
Forces are in eV/Å.

These are the natural (NBO) partial charges, in e, on atoms 1 to 6: -0.6415 -0.0096 -0.5415 0.8354 -0.5933 0.0298


2.
This record from OMol25 describes a structure of composition C26H35CaGe2N2O2S2. The level of theory is ωB97M-V/def2-TZVPD.

Computed properties:
HOMO-LUMO gap = 7.20 eV
LUMO energy = -3.0 eV
max |F| = 0.004 hartree/bohr
relative energy (zero: lowest compared OMol25 entry of this formula, charge and spin) = 0.000 eV
net charge = +1

```
70
Properties=species:S:1:pos:R:3:forces:R:3
Ca -0.3440 -0.0583 -0.1089 -0.14 -0.16 -0.01
O -0.9511 -5.7445 -0.0548 0.02 -0.05 -0.01
C 0.3722 -5.5263 -0.0096 -0.02 -0.01 0.04
C 1.1978 -6.6477 0.0894 0.02 -0.01 -0.01
C 2.5670 -6.5048 0.1458 -0.02 0.01 -0.01
C 3.1536 -5.2393 0.1050 0.02 0.00 0.00
C 2.3454 -4.1295 0.0083 0.00 0.00 0.00
C 0.9506 -4.2441 -0.0491 -0.02 0.00 0.00
C 0.1488 -3.0153 -0.1426 0.00 0.00 -0.02
O 0.7544 -1.8704 -0.1831 0.06 0.01 -0.02
N -1.1640 -3.1343 -0.1638 0.00 0.06 0.02
N -1.8098 -1.9037 -0.2548 0.06 -0.03 -0.02
C -3.0699 -1.9428 -0.0370 -0.02 0.07 -0.01
S -4.0026 -0.4620 -0.2048 0.01 -0.02 0.00
C -5.3753 -1.0725 0.8122 0.00 -0.01 0.01
C -5.5678 -2.5325 0.4410 -0.01 0.00 0.00
S -3.9478 -3.3569 0.4610 0.00 0.00 0.00
H -1.3977 -4.8743 -0.1293 -0.01 0.02 0.00
H 0.7286 -7.6217 0.1181 0.00 0.00 0.00
H 3.1904 -7.3865 0.2200 0.00 0.00 0.00
H 4.2286 -5.1322 0.1456 0.00 0.00 0.00
H 2.7737 -3.1375 -0.0291 0.00 0.00 0.00
H -6.2553 -0.4775 0.5747 0.00 0.00 0.00
H -5.1290 -0.9556 1.8663 0.00 0.00 0.00
H -6.0078 -2.6330 -0.5498 0.00 0.00 0.00
H -6.2022 -3.0415 1.1651 0.00 0.00 0.00
C -1.3070 -0.6761 4.0288 0.00 -0.03 0.00
C -0.7856 -0.3913 2.6143 -0.03 0.06 0.01
Ge 0.7339 0.9018 2.6661 -0.03 0.04 0.06
C 2.4146 0.0457 3.1721 0.01 -0.02 -0.02
C 2.4798 -0.3299 4.6544 0.01 0.00 0.01
C 0.1849 2.5317 3.5821 0.04 -0.11 0.04
C 0.0578 3.5234 2.6796 0.03 -0.01 -0.03
Ge 0.6031 2.7227 0.9623 -0.02 0.18 -0.01
C 2.2423 3.2948 0.0458 0.03 -0.01 0.00
C 2.2640 4.7012 -0.5544 0.00 -0.01 0.00
C -0.9155 2.6187 -0.3604 0.02 -0.02 0.01
C -1.5515 3.9765 -0.6858 0.02 0.00 0.01
C -0.3684 4.9087 2.9470 -0.01 0.05 -0.03
C -0.9199 5.2811 4.1755 0.00 0.00 0.00
C -1.2985 6.5908 4.4100 -0.01 0.01 0.01
C -1.1373 7.5562 3.4235 0.00 0.00 0.00
C -0.5997 7.2007 2.1969 0.00 -0.02 0.00
C -0.2247 5.8856 1.9641 0.00 0.03 0.02
H -2.1621 -1.3523 3.9973 0.00 0.00 0.00
H -1.6209 0.2417 4.5267 0.00 0.01 -0.01
H -0.5410 -1.1471 4.6430 0.00 0.00 0.01
H -1.6283 0.0370 2.0448 0.01 0.00 0.00
H -0.4982 -1.3390 2.1445 0.02 -0.01 0.00
H 3.2235 0.7333 2.9191 -0.01 0.01 -0.01
H 2.5382 -0.8360 2.5387 0.00 0.00 0.00
H 2.3311 0.5397 5.2963 0.00 0.00 0.00
H 3.4543 -0.7537 4.8975 0.00 0.00 0.00
H 1.7297 -1.0747 4.9200 0.00 0.00 -0.01
H -0.0009 2.6677 4.6441 0.00 0.02 0.00
H 2.4274 2.5512 -0.7363 -0.01 0.00 0.00
H 3.0581 3.1788 0.7623 -0.02 -0.01 0.02
H 1.4395 4.8671 -1.2491 0.00 0.00 0.00
H 3.1890 4.8607 -1.1089 0.00 0.00 0.00
H 2.2147 5.4663 0.2193 0.00 0.00 0.00
H -1.7273 1.9889 0.0391 0.02 -0.02 0.01
H -0.5606 2.1782 -1.3090 -0.02 0.00 -0.01
H -1.9435 4.4428 0.2170 0.00 0.00 0.00
H -2.3737 3.8595 -1.3919 0.00 0.00 0.00
H -0.8285 4.6609 -1.1268 0.00 0.00 0.00
H -1.0623 4.5427 4.9537 0.00 -0.01 0.00
H -1.7243 6.8631 5.3667 0.00 0.00 0.00
H -1.4343 8.5791 3.6117 0.00 0.00 0.00
H -0.4715 7.9441 1.4212 0.00 0.00 0.00
H 0.1929 5.6193 1.0005 0.00 -0.02 0.00
```
Forces are in eV/Å.

These are the natural (NBO) partial charges, in e, on atoms 1 to 6: 1.7966 -0.6714 0.3615 -0.2758 -0.1521 -0.2651


3.
This record from OMol25 describes a structure of composition C33H37ClCuF6IN8O7S2. The level of theory is ωB97M-V/def2-TZVPD.

Computed properties:
HOMO-LUMO gap (spin up / spin down) = 6.82 / 6.12 eV
LUMO energy (spin up / spin down) = -3.5 / -4.2 eV
expectation value of S² = 0.7524
max |F| = 0.025 hartree/bohr
relative energy (zero: lowest compared OMol25 entry of this formula, charge and spin) = 0.872 eV
net charge = +1
multiplicity = 2

```
96
Properties=species:S:1:pos:R:3:forces:R:3
Cu 2.4351 -0.6624 -0.0963 0.60 -0.88 0.72
F 2.0452 3.5541 -4.1692 0.00 0.00 0.01
C 1.2040 2.5509 -4.3848 0.00 0.02 -0.02
F 1.2770 2.1724 -5.6487 0.01 -0.02 0.02
F -0.0377 2.9530 -4.1124 0.00 -0.01 -0.01
S 1.5794 1.1493 -3.2508 -0.06 0.07 0.17
O 1.4858 1.6917 -1.9164 -0.06 0.06 -0.19
O 0.7041 0.0789 -3.6195 0.01 0.08 0.04
N 3.0763 0.8569 -3.7017 -0.02 -0.04 -0.05
S 4.1041 0.1759 -2.7958 0.13 0.12 0.02
O 3.7318 0.0979 -1.3718 -0.22 0.26 -0.11
O 4.6688 -1.0434 -3.2960 0.04 -0.05 -0.04
C 5.4914 1.3837 -2.7205 0.03 -0.05 -0.01
F 6.4473 0.8750 -1.9458 0.01 0.01 0.00
F 5.0619 2.5241 -2.1886 -0.02 0.01 0.00
F 5.9718 1.6088 -3.9296 -0.03 -0.01 0.01
O 2.5482 2.9770 5.7835 0.02 -0.01 0.02
C 2.9284 3.6155 4.5858 0.00 0.02 -0.01
C 2.8166 2.6388 3.4494 -0.01 -0.01 0.00
C 3.1445 3.0233 2.1551 -0.01 -0.02 0.01
C 3.0297 2.1019 1.1329 0.04 0.06 -0.07
N 2.6155 0.8554 1.3468 -0.05 -0.12 -0.03
C 2.2913 0.4708 2.5875 -0.03 0.04 0.04
C 2.3805 1.3373 3.6641 0.01 0.00 -0.01
C 1.8303 -0.9401 2.7172 0.01 -0.06 0.03
C 1.4613 -1.5153 3.9217 0.06 0.01 -0.05
C 1.0571 -2.8453 3.9553 0.01 -0.04 0.00
C 0.6519 -3.4669 5.2721 -0.04 0.00 -0.01
O 1.5249 -3.1082 6.3201 0.02 0.05 0.01
C 1.0412 -3.5622 2.7666 -0.03 0.04 0.01
C 1.4202 -2.9264 1.5996 -0.04 -0.01 -0.01
N 1.8029 -1.6547 1.5790 -0.11 0.42 0.09
H 2.7237 3.5623 6.5262 -0.02 0.00 0.00
H 3.9607 3.9797 4.6309 0.00 -0.01 0.00
H 2.2834 4.4755 4.3698 0.02 0.00 -0.01
H 3.4871 4.0261 1.9375 0.00 0.01 0.00
H 3.2665 2.3497 0.1058 0.00 0.02 0.00
H 2.1252 1.0317 4.6664 -0.01 -0.01 0.01
H 1.4976 -0.9550 4.8443 0.01 0.01 0.01
H 0.5534 -4.5501 5.1635 0.03 0.00 0.00
H -0.3288 -3.0767 5.5532 0.00 -0.04 -0.02
H 2.3467 -3.6038 6.2390 -0.01 -0.02 0.01
H 0.7452 -4.6020 2.7408 0.00 -0.01 0.00
H 1.4389 -3.4510 0.6532 -0.01 -0.01 -0.01
C -4.5388 2.3067 1.3979 -0.02 0.00 -0.02
C -5.0210 1.1198 0.5534 -0.01 -0.02 -0.03
C -5.5516 0.0405 1.5080 0.00 0.00 -0.01
C -6.1890 1.6073 -0.3118 0.02 -0.01 0.03
C -3.8933 0.5261 -0.3736 -0.01 -0.01 -0.07
O -4.3377 -0.6746 -0.9831 -0.06 0.00 0.11
C -3.3850 1.5464 -1.4230 0.03 -0.04 0.01
C -4.0215 1.4836 -2.8209 -0.06 0.07 0.03
C -3.6965 0.2644 -3.6452 -0.03 -0.06 -0.04
C -4.7054 -0.5158 -4.2010 0.06 0.04 0.02
C -4.4088 -1.6426 -4.9523 0.07 -0.06 -0.04
C -3.0826 -1.9867 -5.1585 -0.06 0.07 0.04
Cl -2.6966 -3.4006 -6.0889 0.00 -0.02 -0.02
C -2.0599 -1.2115 -4.6355 0.01 -0.05 -0.04
C -2.3772 -0.0946 -3.8840 0.00 0.04 0.04
C -2.7539 0.0463 0.5340 -0.01 0.03 0.10
N -1.5621 -0.4872 -0.1186 -0.04 0.16 -0.15
C -0.3451 0.0419 -0.0773 0.10 -0.13 -0.02
N 0.5133 -0.7777 -0.6705 -0.20 0.16 -0.29
C -0.2755 -1.8013 -1.1023 0.13 -0.01 0.04
N -1.5316 -1.6655 -0.7723 -0.15 -0.07 0.00
H -5.3855 2.7072 1.9568 -0.01 0.01 0.01
H -4.1378 3.1223 0.7963 0.01 0.02 0.00
H -3.7886 2.0178 2.1352 0.01 0.00 0.01
H -6.4951 0.3712 1.9431 0.00 0.01 0.02
H -4.8677 -0.1429 2.3387 0.01 -0.02 0.00
H -5.7269 -0.8996 0.9877 -0.02 0.00 0.00
H -6.9851 1.9751 0.3362 -0.01 -0.01 0.00
H -6.6186 0.8058 -0.9166 0.00 -0.01 -0.02
H -5.8980 2.4265 -0.9682 -0.01 0.03 0.00
H -5.0406 -0.4881 -1.6144 0.07 0.01 -0.07
H -2.3037 1.4375 -1.5436 -0.01 -0.02 -0.04
H -3.5371 2.5571 -1.0434 0.05 -0.01 0.04
H -3.6736 2.3706 -3.3579 -0.02 0.00 -0.01
H -5.1057 1.5862 -2.7541 0.01 0.01 -0.01
H -5.7448 -0.2421 -4.0505 -0.01 0.01 0.00
H -5.1957 -2.2496 -5.3773 -0.01 -0.01 -0.01
H -1.0260 -1.4698 -4.8176 0.00 -0.02 -0.01
H -1.5684 0.5020 -3.4832 -0.02 -0.01 -0.01
H -3.1411 -0.7428 1.1743 0.04 -0.01 0.02
H -2.3934 0.8677 1.1496 -0.03 -0.01 0.03
H -0.1033 0.9861 0.3808 -0.02 0.03 0.00
H 0.0925 -2.6382 -1.6707 -0.01 -0.04 -0.01
I 6.8734 -4.4655 2.4998 -0.05 0.05 -0.06
C 5.7991 -3.3315 1.1552 0.11 -0.07 0.05
C 6.0877 -3.0888 -0.1713 -0.03 0.01 0.07
N 5.1180 -2.2897 -0.6348 -0.06 -0.04 -0.10
N 4.2062 -2.0008 0.3056 -0.17 0.05 -0.26
C 4.6149 -2.6330 1.4008 0.08 0.03 0.04
H 6.8988 -3.4215 -0.7951 0.01 -0.01 -0.03
H 4.9995 -1.9464 -1.5861 0.06 -0.01 0.07
H 4.0759 -2.5621 2.3304 -0.02 0.01 -0.01
```
Forces are in eV/Å.

These are the Mulliken partial charges, in e, on atoms 1 to 6: -1.0134 -0.1990 0.5447 -0.2062 -0.1846 0.8479


4.
This record from OMol25 describes a structure of composition C22H50BiN3OP2S. The level of theory is ωB97M-V/def2-TZVPD.

Computed properties:
HOMO-LUMO gap = 7.56 eV
LUMO energy = -5.7 eV
max |F| = 0.052 hartree/bohr
relative energy (zero: lowest compared OMol25 entry of this formula, charge and spin) = 0.000 eV
net charge = +2

```
80
Properties=species:S:1:pos:R:3:forces:R:3
Bi -0.9254 0.0624 -1.6159 1.56 0.15 -0.29
P -0.0327 -2.4131 -1.7304 -0.01 0.14 -0.36
P -0.0282 2.5190 -1.4783 0.03 -0.29 -0.50
N 0.0739 0.1418 -3.6043 -0.59 -0.09 1.03
C 0.0383 -2.3437 -3.5852 0.19 -0.25 0.11
H 0.5900 -3.2350 -3.9218 -0.18 0.28 -0.07
H -0.9859 -2.4210 -3.9949 0.37 0.12 0.21
C 0.7302 -1.0563 -4.0969 -0.14 -0.25 -0.42
H 1.8279 -1.0837 -3.8943 -0.45 0.07 0.21
H 0.6545 -1.0726 -5.2044 0.05 -0.04 0.42
C 0.7283 1.3830 -3.9715 -0.13 0.34 -0.39
H 0.6518 1.5082 -5.0722 0.06 0.03 0.43
H 1.8260 1.3866 -3.7653 -0.46 -0.07 0.19
C 0.0355 2.6152 -3.3342 0.23 0.34 0.11
H -0.9901 2.7294 -3.7324 0.38 -0.13 0.20
H 0.5864 3.5334 -3.5881 -0.19 -0.25 -0.14
C 1.5216 3.2907 -0.8267 -0.17 -0.05 0.10
C 1.8277 2.9505 0.6421 0.33 -0.18 0.05
H 2.8152 3.3718 0.8893 -0.36 -0.02 -0.03
H 1.8698 1.8622 0.8230 0.03 0.79 -0.09
H 1.0828 3.4004 1.3205 0.30 -0.12 -0.25
C -1.6344 3.2487 -0.8979 0.44 0.13 -0.17
C -1.7389 3.2722 0.6413 -0.24 0.14 0.03
H -2.7725 3.5632 0.8863 0.35 -0.04 0.06
H -1.0659 4.0233 1.0920 -0.26 -0.31 -0.24
H -1.5530 2.2847 1.1055 -0.03 0.41 -0.34
C -1.6291 -3.2114 -1.2264 0.40 -0.08 -0.19
C -1.7280 -3.3903 0.3036 -0.26 -0.13 -0.02
H -2.7612 -3.7049 0.5198 0.36 0.05 0.08
H -1.5421 -2.4523 0.8616 0.00 -0.39 -0.33
H -1.0539 -4.1827 0.6743 -0.27 0.36 -0.20
C 1.5088 -3.2608 -1.1546 -0.13 0.11 0.15
C 1.7929 -3.0551 0.3449 0.32 0.14 0.06
H 2.7880 -3.4739 0.5654 -0.37 0.01 -0.04
H 1.0496 -3.5807 0.9685 0.31 0.18 -0.24
H 1.8070 -1.9872 0.6253 0.02 -0.75 -0.16
C 2.1018 -0.0056 -1.3368 2.60 0.07 0.52
O 3.1952 0.0247 -1.0209 -1.71 -0.04 -0.61
C -1.9182 4.6036 -1.5576 -0.43 0.10 0.28
H -1.2506 5.3956 -1.1840 -0.27 -0.32 -0.23
H -1.8675 4.5480 -2.6572 0.03 0.11 0.46
H -2.9493 4.8664 -1.2812 0.25 0.19 -0.19
C -1.9124 -4.4956 -2.0162 -0.43 -0.13 0.27
H -2.9431 -4.7828 -1.7627 0.26 -0.17 -0.22
H -1.8649 -4.3352 -3.1058 0.04 -0.14 0.46
H -1.2470 -5.3220 -1.7216 -0.27 0.35 -0.20
C 1.4675 -4.7518 -1.5136 0.30 -0.08 0.02
H 2.4782 -5.1418 -1.3268 -0.30 -0.09 -0.12
H 0.7707 -5.3030 -0.8595 0.25 0.23 -0.35
H 1.2238 -4.9223 -2.5743 0.04 -0.08 0.44
C 1.4731 4.8084 -1.0346 0.33 0.12 0.01
H 0.7729 5.2838 -0.3274 0.25 -0.17 -0.36
H 2.4807 5.1841 -0.8096 -0.29 0.12 -0.11
H 1.2246 5.0860 -2.0707 0.04 0.03 0.42
H 2.3242 2.8550 -1.4564 -0.42 0.17 0.15
H 2.3201 -2.7711 -1.7311 -0.42 -0.17 0.13
H -2.4066 2.5362 -1.2630 0.41 0.25 0.05
H -2.4013 -2.4671 -1.5184 0.37 -0.27 0.05
H -3.0894 -0.2159 -2.5917 -1.39 0.09 0.49
H -3.4000 -0.0837 -1.9016 -0.38 -0.27 -1.24
C 0.3418 2.1477 5.4294 -0.25 -0.07 0.24
C -0.6667 1.3580 4.6070 -0.18 0.05 -0.58
N -0.1908 1.1216 3.2194 0.40 -0.22 -0.13
C 0.0249 -0.0171 2.5672 -0.40 -0.79 0.20
S 0.4198 -0.0259 0.8657 -0.42 0.01 1.26
N -0.0357 -1.2259 3.1964 0.42 1.07 -0.54
C 0.6150 -1.5386 4.4903 -0.24 -0.17 -0.43
C -0.3470 -2.4112 5.2764 0.46 0.13 0.47
H 1.3008 1.6348 5.5405 -0.08 0.08 -0.19
H -0.0642 2.2812 6.4334 0.00 0.03 -0.02
H 0.4881 3.1494 5.0170 0.14 -0.16 -0.04
H -0.9260 0.3963 5.0554 -0.02 0.26 -0.10
H -1.5922 1.9381 4.4628 0.22 -0.22 0.36
H -0.0247 1.9650 2.6783 -0.01 -0.32 0.06
H 0.0053 -2.0154 2.5604 0.01 0.38 -0.04
H 1.5451 -2.0746 4.2159 -0.35 0.27 0.48
H 0.8790 -0.6030 4.9922 0.00 -0.34 -0.06
H -0.4963 -3.3590 4.7592 -0.17 0.04 0.02
H 0.0814 -2.6304 6.2513 -0.02 -0.13 0.11
H -1.3048 -1.9070 5.4368 0.12 -0.13 -0.13
```
Forces are in eV/Å.

These are the Mulliken partial charges, in e, on atoms 1 to 6: 0.9077 0.4611 0.3468 -0.1842 -1.0021 0.3766


> What is the net charge in the first record?

+2